No. 1
Computed, not measured: a cluster of 2 separate species, C24H51IN5O in total at a distorted geometry, with ωB97M-V/def2-TZVPD.

Its HOMO-LUMO gap is 9.0 eV. Its spin multiplicity is 1. As for the total charge: +1. The value obtained for the total energy is -43307.869 eV. The HOMO energy comes out at -11.74 eV. The value obtained for the molar mass is 552.61 g/mol.

Geometry as XYZ:
```
82
Properties=species:S:1:pos:R:3:forces:R:3:lowdin_charge:R:1
C 1.432 4.373 -0.194 -0.301 0.358 0.284 -0.106
C 0.279 5.069 0.534 0.506 -0.231 -0.326 -0.244
C -0.669 4.066 1.203 -0.303 0.535 0.007 -0.207
C -2.140 4.396 0.952 0.121 0.374 -0.123 -0.209
C -2.638 3.994 -0.432 0.138 -0.347 0.345 -0.178
C -2.629 2.482 -0.724 -0.073 0.147 -0.446 -0.218
C -4.028 1.882 -0.836 0.029 0.312 0.148 -0.206
C -4.819 1.763 0.480 0.192 -0.478 -0.276 -0.176
C -4.054 1.341 1.735 -0.381 -0.063 0.214 -0.204
C -3.922 -0.169 1.917 0.510 0.381 -0.150 -0.181
C -3.034 -0.864 0.884 0.092 -0.512 0.099 -0.159
C -1.595 -1.022 1.369 -0.452 0.573 -0.508 -0.100
N -0.835 -1.896 0.461 -0.079 -1.249 0.956 -0.002
C -0.831 -3.234 0.532 0.732 0.186 -1.189 -0.053
N -0.087 -3.785 -0.424 -0.225 0.444 0.392 0.175
C 0.403 -2.742 -1.115 -0.133 0.498 0.006 -0.294
N 1.215 -2.924 -2.168 0.235 0.322 0.555 0.043
C 1.867 -1.949 -2.985 0.245 -0.822 -0.684 -0.710
I 0.500 -1.397 -4.587 -0.029 0.245 0.065 0.891
C 3.158 -2.556 -3.554 0.117 0.514 0.434 -0.283
C 3.785 -1.812 -4.731 0.121 -0.320 0.195 -0.138
N -0.038 -1.557 -0.603 0.119 -0.683 -0.488 0.080
C 0.131 -0.148 -0.948 -0.163 0.717 0.676 -0.106
C 1.119 0.571 -0.035 0.295 -0.287 0.108 -0.163
C 2.581 0.300 -0.375 -0.405 0.430 0.019 -0.210
C 3.562 1.138 0.441 0.308 -0.735 -0.054 -0.194
C 4.879 1.313 -0.307 -0.254 0.447 -0.039 -0.289
N 5.744 2.313 0.340 0.051 -0.482 -0.371 0.005
H 1.014 3.676 -0.919 0.158 -0.197 -0.115 0.065
H 2.052 3.858 0.536 0.071 -0.228 -0.089 0.057
H 2.064 5.080 -0.723 0.079 0.094 -0.081 0.075
H -0.235 5.705 -0.185 -0.246 0.025 0.004 0.103
H 0.705 5.727 1.286 -0.056 0.215 0.100 0.108
H -0.440 3.062 0.844 0.014 -0.176 0.149 0.071
H -0.504 4.110 2.275 0.152 -0.317 0.173 0.112
H -2.227 5.481 1.020 -0.110 0.132 0.108 0.115
H -2.782 4.012 1.740 -0.074 -0.265 0.038 0.099
H -3.655 4.359 -0.548 -0.128 0.148 -0.139 0.112
H -2.024 4.501 -1.174 0.016 0.128 -0.121 0.109
H -2.135 2.323 -1.684 0.054 -0.041 -0.126 0.109
H -2.019 1.938 -0.003 0.016 -0.009 0.240 0.064
H -4.595 2.541 -1.490 -0.115 -0.004 -0.187 0.112
H -3.980 0.936 -1.371 0.001 -0.250 0.077 0.095
H -5.368 2.682 0.659 0.106 0.270 0.120 0.110
H -5.585 1.003 0.320 -0.253 0.033 -0.024 0.113
H -4.618 1.702 2.593 -0.023 0.092 0.138 0.116
H -3.077 1.812 1.820 0.139 0.102 -0.111 0.089
H -3.479 -0.332 2.900 -0.136 -0.209 0.211 0.112
H -4.904 -0.630 1.914 -0.168 -0.026 0.023 0.117
H -3.006 -0.349 -0.072 -0.173 0.099 -0.092 0.092
H -3.425 -1.863 0.690 -0.021 -0.115 -0.073 0.119
H -1.549 -1.465 2.356 0.059 -0.253 0.112 0.137
H -1.140 -0.040 1.445 0.357 0.005 -0.066 0.116
H -1.360 -3.851 1.236 -0.227 0.372 0.350 0.137
H 1.359 -3.887 -2.421 -0.099 -0.209 0.054 0.152
H 2.152 -1.082 -2.411 -0.385 0.320 -0.080 0.045
H 3.019 -3.614 -3.755 -0.112 -0.133 -0.263 0.111
H 3.869 -2.501 -2.728 -0.006 -0.157 0.215 0.115
H 3.510 -2.271 -5.672 -0.133 0.151 -0.209 0.068
H 4.865 -1.858 -4.641 0.150 -0.085 -0.088 0.078
H 3.523 -0.760 -4.737 -0.153 0.162 -0.053 0.057
H 0.385 -0.018 -1.991 0.010 -0.336 -0.195 0.069
H -0.844 0.318 -0.820 -0.180 -0.117 -0.142 0.100
H 0.892 1.633 -0.070 0.106 0.117 -0.169 0.083
H 0.954 0.272 0.999 -0.130 -0.032 0.170 0.118
H 2.726 0.533 -1.432 0.072 0.013 -0.163 0.103
H 2.767 -0.764 -0.230 0.227 -0.171 -0.099 0.118
H 3.793 0.601 1.359 -0.128 0.209 0.330 0.119
H 3.143 2.105 0.699 -0.022 0.122 -0.019 0.086
H 4.644 1.603 -1.334 0.028 0.079 -0.142 0.105
H 5.371 0.346 -0.386 0.187 -0.125 0.097 0.113
H 5.785 3.129 -0.255 -0.022 0.199 0.139 0.065
H 6.691 1.957 0.358 0.082 0.077 0.184 0.064
C -1.075 -6.655 3.220 0.011 -0.061 -0.023 -0.086
C 0.424 -6.886 3.292 -0.030 0.200 -0.237 -0.317
O 0.979 -7.167 2.010 -0.012 -0.107 0.146 -0.079
H -1.575 -7.524 2.793 0.005 -0.022 0.024 0.081
H -1.495 -6.460 4.208 0.004 0.021 -0.008 0.077
H -1.302 -5.801 2.574 -0.001 0.036 0.045 0.042
H 0.645 -7.746 3.919 0.050 -0.032 -0.027 0.115
H 0.926 -6.013 3.724 -0.023 -0.042 0.114 0.107
H 0.807 -6.415 1.436 -0.002 0.025 -0.072 0.062
```
Positions in Å, forces in eV/Å.

***

No. 2
Computed, not measured: a structure of composition C24H51N4RhSb2, with ωB97M-V/def2-TZVPD.

Its HOMO-LUMO gap (alpha / beta) is 8.7 / 6.0 eV. Its spin multiplicity is 5. As for the total charge: +2. The value obtained for the total energy is -47739.187 eV. The HOMO energy (alpha / beta) comes out at -13.83 / -14.01 eV. The value obtained for the molar mass is 742.13 g/mol.

Geometry as XYZ:
```
82
Properties=species:S:1:pos:R:3:forces:R:3:lowdin_spin:R:1
Rh 0.246 -0.043 -0.433 0.223 -0.033 0.266 2.217
C 3.306 -0.563 -0.271 -0.015 -0.063 -0.026 0.017
N 4.664 -0.085 -0.291 -0.073 0.114 -0.016 0.011
C 4.908 0.611 -1.562 0.023 -0.011 -0.017 0.001
N 3.998 1.750 -1.733 -0.005 -0.071 0.122 0.009
C 2.642 1.268 -1.717 -0.013 -0.006 0.011 0.011
N 2.319 0.557 -0.425 0.210 0.235 -0.150 0.137
C 2.575 1.536 0.696 -0.015 -0.059 0.028 0.013
N 3.934 2.014 0.677 -0.012 -0.081 -0.100 0.009
C 4.847 0.873 0.807 0.015 -0.010 0.020 0.001
C 4.190 2.673 -0.609 0.016 0.044 0.000 0.001
H 3.097 -1.060 0.679 0.001 -0.020 -0.003 0.002
H 3.144 -1.263 -1.094 0.013 -0.005 -0.007 0.004
H 4.772 -0.087 -2.389 0.005 -0.003 -0.001 0.000
H 5.935 0.972 -1.574 0.005 -0.003 -0.014 0.000
H 2.487 0.560 -2.534 -0.006 0.010 -0.007 0.001
H 1.941 2.101 -1.818 0.009 0.006 -0.006 0.003
H 2.370 1.023 1.639 -0.009 0.009 0.006 0.003
H 1.878 2.365 0.577 -0.004 0.012 -0.009 0.003
H 4.667 0.372 1.759 0.003 -0.001 0.002 0.000
H 5.874 1.235 0.790 0.003 0.004 0.016 0.000
H 5.216 3.038 -0.621 -0.001 0.016 -0.006 0.000
H 3.514 3.523 -0.720 0.002 -0.001 0.003 0.000
C -5.889 2.208 -0.218 0.027 0.095 0.078 0.146
Sb -3.786 1.861 -0.128 0.220 0.007 -0.098 0.458
C -3.387 1.163 -2.076 -0.019 -0.061 -0.071 0.053
C -3.611 0.128 1.060 -0.063 -0.061 0.055 0.065
H -6.291 1.253 -0.559 -0.097 0.039 -0.003 0.020
H -6.098 2.997 -0.934 -0.022 -0.018 -0.017 0.000
H -6.278 2.469 0.761 -0.014 -0.018 0.001 0.000
H -4.191 0.479 -2.349 0.025 -0.002 -0.059 0.009
H -2.429 0.650 -2.066 0.001 -0.023 -0.018 0.006
H -3.349 1.986 -2.785 -0.023 0.022 0.025 0.001
H -4.454 -0.519 0.815 0.031 -0.048 0.037 0.009
H -3.629 0.373 2.120 -0.011 0.026 -0.010 0.001
H -2.665 -0.346 0.811 0.005 -0.009 0.002 0.010
C -1.744 5.007 -0.739 0.002 0.009 -0.008 0.013
C -1.086 4.313 0.460 -0.065 -0.123 -0.019 0.012
C -1.894 4.575 1.736 0.004 0.015 0.030 0.019
C 0.344 4.847 0.641 0.033 0.013 -0.014 0.004
C -0.993 2.856 0.207 -0.017 0.212 0.119 0.160
C -0.752 1.670 0.013 -0.182 -0.061 -0.115 0.243
H -1.777 6.083 -0.565 0.003 0.000 -0.006 0.000
H -2.774 4.667 -0.883 0.002 -0.001 0.014 0.011
H -1.190 4.822 -1.659 0.002 0.002 0.002 0.001
H -1.919 5.646 1.937 0.005 -0.001 0.002 0.001
H -1.453 4.073 2.597 0.003 -0.002 -0.005 0.000
H -2.929 4.238 1.632 0.002 -0.002 -0.010 0.016
H 0.310 5.923 0.809 -0.004 -0.001 0.002 0.000
H 0.944 4.665 -0.253 -0.003 0.002 0.001 0.000
H 0.834 4.386 1.500 -0.012 -0.008 0.001 0.000
C 2.170 -4.323 -0.797 0.015 -0.047 0.006 0.002
C 1.305 -4.187 0.450 0.137 -0.044 0.025 0.044
C 2.123 -4.080 1.731 0.004 -0.010 -0.013 0.002
Sb -0.130 -2.610 0.248 -0.122 0.098 -0.192 0.125
C -1.577 -2.991 1.769 -0.063 -0.059 0.176 0.020
C -1.729 -4.491 2.009 -0.035 0.013 0.006 0.006
C -1.238 -2.226 3.047 -0.035 0.002 0.001 0.002
C -1.087 -3.120 -1.605 -0.071 -0.044 -0.134 0.024
C -2.596 -2.921 -1.530 -0.023 -0.016 0.031 0.003
C -0.461 -2.283 -2.722 0.041 0.106 -0.022 0.032
H 2.834 -5.182 -0.680 -0.007 -0.004 -0.002 0.001
H 2.805 -3.450 -0.955 0.004 0.006 0.031 0.001
H 1.584 -4.494 -1.701 -0.019 0.015 0.004 0.000
H 0.630 -5.046 0.511 0.035 -0.032 0.036 0.005
H 2.861 -3.278 1.668 -0.024 0.030 0.001 0.000
H 2.673 -5.009 1.891 0.010 0.004 -0.015 0.001
H 1.508 -3.911 2.616 -0.004 -0.008 -0.004 0.000
H -2.501 -2.594 1.340 -0.014 -0.019 0.018 0.000
H -0.830 -4.917 2.458 0.004 0.000 -0.002 0.000
H -1.951 -5.049 1.097 0.000 0.021 -0.008 0.000
H -2.551 -4.670 2.706 0.007 0.008 0.009 0.002
H -0.328 -2.610 3.514 0.001 0.008 -0.009 0.000
H -2.044 -2.341 3.774 0.004 -0.020 0.003 0.000
H -1.100 -1.157 2.872 -0.007 -0.002 -0.018 0.001
H -0.859 -4.174 -1.781 -0.065 -0.011 -0.048 0.002
H -2.853 -1.889 -1.268 0.013 0.043 0.005 0.002
H -3.069 -3.578 -0.799 0.014 -0.004 0.009 0.000
H -3.052 -3.129 -2.501 0.013 -0.011 0.002 0.000
H -0.438 -1.201 -2.481 -0.062 -0.032 0.037 0.016
H -1.048 -2.349 -3.642 0.022 -0.086 -0.005 0.002
H 0.561 -2.584 -2.956 0.016 0.010 0.041 0.001
```
Positions in Å, forces in eV/Å.